Record 1
Here is C54H43MoO2P3S as an isolated structure from OMol25. Energies are from the ωB97M-V functional and the def2-TZVPD basis.

```
104
Properties=species:S:1:pos:R:3:forces:R:3:lowdin_charge:R:1
Mo 0.262241 0.026466 -0.266895 -0.4 0.2 0.3 1.261
S 0.675923 2.367638 0.196419 0.2 -0.1 0.1 0.836
P 2.743061 0.086369 0.018503 -0.1 0.0 0.1 1.040
P 0.117532 -0.093501 2.243392 0.0 0.1 -0.2 1.028
P -2.687254 -0.105597 -1.795422 0.0 0.0 0.1 0.957
O -1.603737 -0.227470 -0.596137 0.2 0.0 -0.2 -0.521
O -0.280454 3.238636 -0.469709 -0.1 0.0 0.0 -0.363
C -3.853575 1.161080 -1.432348 -0.1 0.0 -0.1 -0.299
C -2.567601 0.365358 2.578977 0.0 0.0 0.0 -0.094
C 2.086148 -0.643219 -1.501452 0.4 -0.3 -0.3 -0.493
C -3.474673 -4.069357 -1.551577 0.0 0.0 0.0 -0.045
C 1.315400 -1.205039 2.964982 0.0 0.0 0.0 -0.387
C 4.487592 -2.082957 0.145006 0.0 0.0 -0.1 -0.063
C -5.298630 -3.002555 -2.720056 0.0 0.0 0.0 -0.022
C 1.895865 -0.758208 -3.911727 0.0 0.0 -0.1 -0.008
C -3.451215 -1.694513 -1.905797 0.0 0.1 0.0 -0.317
C 2.289511 -3.409333 3.015006 0.0 0.0 0.0 -0.035
C 3.289221 1.752536 -0.341772 -0.1 -0.1 0.0 -0.357
C -3.839839 0.047456 3.015602 0.0 0.0 0.0 -0.051
C 4.904553 3.374087 -1.063601 0.0 0.1 0.0 0.010
C -5.848560 2.999525 -0.888496 0.0 0.0 0.0 -0.012
C 2.234056 -0.048087 -2.779716 -0.1 0.1 0.2 -0.018
C -0.320446 1.903578 -4.382054 0.0 0.0 0.0 -0.049
C 3.055455 -3.035853 4.115036 0.0 0.0 0.0 -0.017
C 0.664609 4.223517 3.731975 0.0 -0.1 0.1 0.012
C 4.039821 -0.894433 0.729198 0.1 0.0 0.0 -0.363
C -4.682989 -1.770964 -2.562426 -0.1 0.0 0.0 -0.055
C 6.204236 -2.222129 1.822212 0.0 0.0 0.0 -0.009
C -1.797269 -1.834354 3.260700 0.0 0.0 0.0 -0.053
C -4.099208 -1.208248 3.560414 0.0 0.0 0.0 -0.010
C 0.353940 1.600051 2.814064 0.0 0.0 0.0 -0.348
C 2.321219 2.758575 -0.351170 0.0 -0.1 0.0 -0.361
C -0.969982 1.492479 -3.226844 0.0 0.0 0.0 -0.117
C 1.362591 -2.043127 -3.801059 0.0 0.0 -0.1 0.029
C -2.846559 -2.845977 -1.396723 0.0 0.0 0.0 -0.078
C -1.814924 -0.456834 -4.400267 0.0 0.0 0.0 -0.043
C 0.664514 2.643773 1.943221 0.0 -0.1 0.0 -0.349
C 2.098904 -0.827074 4.055021 0.0 0.0 0.0 -0.065
C 0.338139 3.200727 4.617239 0.0 0.0 0.0 0.014
C -4.694252 -4.147824 -2.215555 0.0 0.0 0.0 -0.016
C -5.715268 1.867277 -0.085487 0.0 0.0 0.0 -0.037
C 4.680400 -0.364192 1.854459 0.0 0.0 0.0 -0.091
C -3.081611 -2.147228 3.676825 0.0 0.0 0.0 -0.026
C -4.998617 3.207414 -1.965555 0.0 0.0 0.0 -0.027
C -0.427993 1.147377 -5.546112 0.0 0.0 0.0 -0.037
C 0.174221 1.897956 4.162385 0.0 0.0 0.1 -0.049
C 3.915097 4.350220 -1.112464 0.1 0.0 0.0 0.015
C -3.998560 2.289104 -2.246674 0.0 0.0 0.0 -0.045
C -1.161617 -0.033204 -5.553309 0.0 0.0 0.0 -0.031
C 4.596327 2.069652 -0.688636 0.1 0.0 0.0 -0.022
C -4.727455 0.941806 -0.357596 0.0 0.0 0.0 -0.076
C -1.724443 0.309804 -3.240071 0.0 0.0 0.0 -0.302
C 5.765497 -1.032802 2.393471 0.0 0.0 0.0 -0.034
C -1.537478 -0.574455 2.712324 0.0 0.0 0.0 -0.359
C 1.172602 -2.643028 -2.556316 -0.1 0.0 -0.1 -0.008
C 1.415688 -2.500253 2.444206 0.0 0.0 0.0 -0.133
C 1.552273 -1.965500 -1.415261 0.0 0.2 0.2 -0.149
C 5.567102 -2.745799 0.701517 0.0 0.0 0.0 -0.026
C 0.815293 3.951348 2.381301 0.0 0.1 -0.1 -0.018
C 2.957929 -1.751078 4.632880 0.0 0.0 0.0 -0.030
C 2.602959 4.048778 -0.757429 -0.1 0.1 0.0 -0.021
H 2.644392 0.951370 -2.860857 0.0 0.0 0.0 0.129
H 1.825773 4.803582 -0.797078 0.0 0.0 0.0 0.134
H 4.352828 0.571376 2.293617 0.0 0.0 0.0 0.119
H 0.043256 1.493114 -6.458198 0.0 0.0 0.0 0.131
H -3.022037 -4.966132 -1.148538 0.0 0.0 0.0 0.120
H -3.356814 2.446688 -3.103565 0.0 0.0 0.0 0.109
H -5.167184 -0.875806 -2.938966 0.0 0.0 0.0 0.127
H 0.780762 5.237347 4.091363 0.0 0.0 0.0 0.140
H 2.043898 0.173053 4.464748 0.0 0.0 0.0 0.105
H 2.054330 -0.323418 -4.890411 0.0 0.0 0.0 0.136
H -5.123894 4.077054 -2.597078 0.0 0.0 0.0 0.128
H -6.252927 -3.067613 -3.225752 0.0 0.0 0.0 0.130
H 5.365791 1.306152 -0.680174 0.0 0.0 0.0 0.134
H -1.906771 -2.786182 -0.861981 0.0 0.0 0.0 0.087
H -2.377848 1.349455 2.165040 0.0 0.0 0.0 0.116
H -0.970190 2.140784 -2.354207 0.0 0.0 0.0 0.078
H 1.022331 4.755716 1.683899 0.0 0.0 0.0 0.132
H 0.226124 2.838792 -4.391322 0.0 0.0 0.0 0.126
H 5.930877 -3.658160 0.247256 0.0 0.0 0.0 0.130
H -4.630158 0.785204 2.953036 0.0 0.0 0.0 0.121
H -5.095157 -1.447555 3.911064 0.0 0.0 0.0 0.131
H 6.278455 -0.621582 3.253569 0.0 0.0 0.0 0.131
H 4.032618 -2.472510 -0.756765 0.0 0.0 0.0 0.107
H 0.781470 -2.820455 1.621776 0.0 0.0 0.0 0.097
H 1.486683 -2.445435 -0.441025 0.1 -0.1 0.0 0.097
H -5.181402 -5.107272 -2.332140 0.0 0.0 0.0 0.130
H 3.548091 -1.466002 5.495004 0.0 0.0 0.0 0.132
H 0.197202 3.420178 5.667983 0.0 0.0 0.0 0.140
H -0.110693 1.118777 4.860027 0.0 0.0 0.0 0.136
H 1.105901 -2.592115 -4.700093 0.0 0.0 0.0 0.144
H -1.251627 -0.611906 -6.464993 0.0 0.0 0.0 0.131
H 5.922006 3.624805 -1.336215 0.0 0.0 0.0 0.139
H 4.164396 5.356572 -1.422726 0.0 0.0 0.0 0.140
H 3.721429 -3.754754 4.575581 0.0 0.0 0.0 0.132
H -3.281086 -3.114506 4.118595 0.0 0.0 0.0 0.129
H -2.408868 -1.362801 -4.414054 0.0 0.0 0.0 0.119
H -4.645761 0.038886 0.237560 0.0 0.0 0.0 0.109
H 2.358697 -4.416084 2.621443 0.0 0.0 0.0 0.128
H -6.635439 3.713239 -0.680504 0.0 0.0 0.0 0.131
H 7.060206 -2.735097 2.242281 0.0 0.0 0.0 0.133
H -6.405466 1.702883 0.732519 0.0 0.0 0.0 0.123
H 0.764568 -3.643060 -2.488344 0.0 0.0 0.0 0.138
H -1.004455 -2.554998 3.407997 0.0 0.0 0.0 0.105
```
Forces are in eV/Å.

Summary:
HOMO-LUMO gap (alpha / beta) = 5.42 / 5.65 eV
Strongest force on any atom = 0.54 eV/A
2S+1 = 3
Highest occupied orbital energy (alpha / beta) = -18.326 / -18.327 eV
Charge = +4
LUMO level (alpha / beta) = -12.91 / -12.68 eV
M = 944.865 g/mol
E = -3723.12979 hartree



Record 2
Here is C54H44N4O5P2S7V as an isolated structure in a non-equilibrium geometry from OMol25. Energies are from the ωB97M-V functional and the def2-TZVPD basis.

```
117
Properties=species:S:1:pos:R:3:forces:R:3:lowdin_charge:R:1
V -0.148043 0.173789 1.252251 -0.7 -0.7 -0.7 0.006
S 4.279498 -4.549741 -1.778274 -0.1 0.1 0.5 0.603
S -2.468986 -2.109200 4.952752 -0.1 -0.1 0.0 0.924
S -1.236923 0.203613 3.464145 0.0 0.0 0.3 0.590
S -1.248953 -4.117201 3.216215 0.0 0.0 0.1 0.946
S 3.600647 -1.099475 0.367118 0.5 -0.8 -0.1 0.669
S -1.002488 3.669573 1.059343 0.1 -0.5 0.2 0.561
S 0.385262 -2.082009 1.674297 -0.1 -0.3 0.4 0.552
P 0.922628 0.576976 -1.101965 0.5 0.6 -0.8 1.083
P -2.283033 -0.425074 0.292408 -0.9 -0.3 -0.7 1.034
O -0.213956 4.851551 0.854859 0.4 0.5 -0.2 -0.310
O 3.669168 -4.728318 -3.071139 0.3 -0.8 0.0 -0.337
O -2.040088 3.352656 0.110442 -0.2 0.0 -0.3 -0.324
O -2.859705 -4.713838 5.233196 0.3 0.4 -0.3 -0.124
O 4.602466 -5.741065 -1.038414 0.0 -0.3 0.0 -0.314
N -0.104320 2.355652 1.183272 0.9 -0.1 1.0 -0.185
N 3.437096 -3.503301 -0.875210 0.5 0.7 0.6 -0.095
N -1.634679 0.212499 -2.343321 0.2 -0.3 -0.1 -0.147
N 1.400709 0.994569 2.165441 1.2 1.1 0.9 -0.090
C 5.731407 -3.570781 -1.932961 0.5 0.0 -0.2 -0.241
C -4.326410 -0.860464 2.183891 0.0 0.0 0.0 -0.126
C 1.704248 3.301715 2.724412 -0.1 0.1 -0.2 -0.025
C 2.419276 0.665631 2.980368 -0.5 0.2 -0.5 -0.151
C 7.720199 -1.692931 -1.828381 -0.1 0.0 0.0 -0.087
C 5.537888 -2.427860 -1.190391 -0.5 0.1 0.3 -0.229
C 7.906127 -2.863888 -2.570641 0.0 0.1 0.0 -0.099
C -6.249138 0.544453 2.552086 0.1 0.0 -0.1 -0.106
C 2.411974 4.355257 -2.145189 0.0 -0.1 0.1 -0.089
C 6.903516 -3.825880 -2.629817 -0.1 0.1 0.0 -0.048
C -0.451517 1.062375 -2.308061 -0.3 -0.2 0.5 -0.285
C -5.834055 1.365181 1.510450 0.1 -0.1 0.0 -0.094
C -2.855752 3.058326 2.951714 0.2 0.2 0.0 -0.079
C -2.983652 4.085718 5.134379 0.0 0.1 0.1 -0.273
C -0.845277 -2.439306 2.888514 0.2 0.0 -0.3 -1.102
C 3.952526 -0.821262 -3.627432 -0.3 0.0 0.1 -0.086
C -3.003936 -4.730402 -1.364264 0.0 0.0 0.0 -0.096
C -1.545086 -2.888883 -0.839424 -0.4 -0.2 0.0 -0.131
C 3.494391 -2.099043 -3.941403 0.0 0.4 -0.2 -0.106
C -1.900374 -0.631723 -3.420045 0.0 0.2 0.1 -0.211
C 2.286087 -2.531302 -3.423466 -0.6 0.3 -0.2 -0.104
C 3.210061 0.017797 -2.797327 -0.2 -0.1 -0.1 -0.102
C 1.020207 2.292562 2.050009 -0.4 0.0 -0.5 -0.401
C -3.353584 -2.198734 -4.588891 0.1 0.1 0.0 -0.101
C -3.895662 -0.048991 1.128217 0.1 0.0 0.2 -0.350
C 4.144463 -2.415278 -0.542161 -0.2 -0.4 -0.6 -0.770
C -2.623304 0.499213 -1.314374 0.5 -0.4 -0.1 -0.283
C 2.759699 2.951874 3.550499 0.0 0.1 0.0 -0.084
C -5.482678 -0.570227 2.893980 0.0 0.0 0.0 -0.078
C -1.927313 4.926574 4.782189 0.0 0.0 0.0 -0.047
C -2.460078 -2.308203 -5.652190 0.0 0.1 0.2 -0.128
C 1.878682 2.182135 -1.189076 0.1 -0.1 0.0 -0.345
C 1.542631 -1.690084 -2.603463 0.0 0.0 -0.1 -0.107
C 6.532521 -1.467228 -1.133023 0.2 0.1 0.0 -0.042
C 3.122863 1.621450 3.689258 0.0 -0.1 0.0 -0.075
C 1.648791 3.189254 -2.131009 0.1 0.1 0.0 -0.086
C -0.999575 -0.756030 -4.495289 -0.1 -0.2 -0.1 -0.038
C 1.979739 -0.404747 -2.278943 0.0 -0.4 0.2 -0.376
C -1.796990 3.900126 2.613350 -0.2 -0.1 0.6 -0.267
C 3.700915 3.525874 -0.300321 0.0 0.0 0.0 -0.079
C -3.873939 -2.734309 -0.321502 0.0 -0.1 -0.2 -0.100
C -1.330435 4.844221 3.525601 -0.2 -0.1 0.0 -0.056
C 2.935816 2.365093 -0.293867 0.1 -0.1 0.0 -0.123
C -2.301508 -3.833242 4.599076 -0.2 -0.4 0.3 -1.044
C -1.436701 -1.512228 3.665327 -0.1 0.2 -0.2 -1.159
C -3.631907 4.167276 6.498768 0.1 0.0 -0.1 -0.060
C 3.434640 4.534381 -1.217486 -0.1 -0.1 -0.1 -0.100
C -4.073011 -4.011711 -0.841261 0.1 0.1 0.0 -0.092
C -3.441081 3.160111 4.200811 -0.1 -0.1 0.0 -0.039
C -3.089394 -1.380795 -3.496419 0.0 -0.1 -0.1 -0.038
C -1.735751 -4.164851 -1.365505 0.0 0.2 0.1 -0.058
C -2.607938 -2.148838 -0.312708 0.1 -0.2 0.1 -0.328
C -1.280793 -1.575578 -5.582030 0.0 0.1 0.1 -0.101
C -4.657495 1.074430 0.812894 -0.2 0.1 -0.1 -0.111
H 2.650778 -0.389101 3.026041 0.0 -0.1 0.0 0.079
H -0.048270 -0.247022 -4.480588 0.0 -0.1 0.0 0.088
H 3.938852 1.319742 4.332660 0.0 0.0 0.0 0.096
H -4.711230 4.321304 6.412628 0.1 0.0 0.0 0.074
H 4.913195 -0.482483 -4.000297 0.0 0.0 0.0 0.099
H -0.882365 -4.716912 -1.756310 -0.2 0.1 0.1 0.112
H -3.479515 3.241238 7.059990 0.0 0.0 -0.1 0.080
H -2.540857 1.547376 -1.073707 0.0 0.4 0.1 0.046
H 1.940350 -3.542262 -3.614209 0.0 0.4 0.0 0.100
H -0.764628 2.052838 -1.986746 -0.1 0.2 0.1 0.076
H -4.723774 -2.191071 0.065194 -0.1 0.0 0.0 0.095
H 3.193692 1.570959 0.396235 -0.1 0.1 0.0 0.048
H -3.206663 2.322647 2.243505 0.1 0.0 0.1 0.074
H 2.200639 5.123717 -2.883774 0.0 -0.1 0.1 0.095
H -3.744307 -1.733586 2.453413 0.0 0.0 0.0 0.084
H 3.298177 3.725595 4.088151 0.0 0.0 0.0 0.097
H -3.629790 0.317113 -1.668058 -0.2 -0.1 -0.1 0.085
H -0.530501 5.522506 3.242837 -0.1 -0.2 0.0 0.103
H -5.773148 -1.209683 3.726705 0.0 0.1 -0.2 0.103
H 4.018618 5.448070 -1.214115 0.0 0.0 0.0 0.090
H -5.068661 -4.444678 -0.832939 0.1 0.0 0.0 0.094
H 4.088254 -2.762713 -4.562566 -0.1 0.1 0.1 0.102
H -6.413796 2.244250 1.240155 0.1 -0.1 0.0 0.098
H -1.553124 5.648793 5.507558 -0.1 -0.1 -0.1 0.103
H 4.502102 3.637814 0.427399 -0.1 0.0 -0.1 0.103
H 8.513762 -0.948167 -1.796673 -0.1 -0.1 0.0 0.094
H -3.218737 4.989738 7.084631 0.0 0.0 0.0 0.064
H 6.360862 -0.567118 -0.551019 0.0 -0.1 -0.1 0.095
H -0.544973 -1.645934 -6.379724 -0.1 0.0 0.1 0.098
H 0.876720 3.084060 -2.881583 0.0 0.0 0.1 0.090
H -2.667923 -2.955440 -6.497409 0.0 0.0 0.1 0.085
H 0.613147 -2.065757 -2.189405 0.1 0.1 -0.1 0.083
H 3.617972 0.983136 -2.531527 0.0 0.0 0.0 0.095
H -4.328072 1.763615 0.038777 -0.1 -0.1 0.1 0.095
H -3.158116 -5.731768 -1.756050 0.0 0.1 0.0 0.095
H -3.800794 -1.369027 -2.681675 0.1 0.0 -0.1 0.086
H -0.028754 1.153779 -3.293576 0.1 0.1 -0.3 0.069
H -4.253519 2.482149 4.458578 0.1 0.1 0.0 0.117
H -7.161187 0.770862 3.097423 0.1 0.0 0.0 0.092
H 8.838203 -3.021814 -3.106739 -0.1 0.0 0.1 0.091
H 7.028205 -4.738469 -3.206484 0.0 0.1 0.1 0.114
H -4.275085 -2.773897 -4.588891 0.1 0.0 0.0 0.096
H 1.435506 4.332370 2.559866 -0.1 0.1 0.0 0.092
H -0.561879 -2.474654 -0.802572 0.3 0.1 0.1 0.021
```
Forces are in eV/Å.

Summary:
HOMO-LUMO gap (alpha / beta) = 5.80 / 5.26 eV
Strongest force on any atom = 1.80 eV/A
2S+1 = 2
Highest occupied orbital energy (alpha / beta) = -1.927 / -1.382 eV
Charge = -2
LUMO level (alpha / beta) = 3.88 / 3.88 eV
M = 1166.330 g/mol
E = -7093.61014 hartree